{
  "formula": "C3H4N3",
  "method": "ωB97M-V with the def2-TZVPD basis set",
  "spin_multiplicity": 1,
  "de_lowest_kj_mol": 223.61,
  "charge": 1,
  "symbols": ["C", "C", "C", "N", "N", "N", "H", "H", "H", "H"],
  "xyz": [[0.3494, 0.5241, -1.5137], [-0.2470, -0.1623, 0.6938], [-0.6970, 0.3393, 1.8254], [-0.3047, 1.1729, -0.6853], [0.5342, -0.9626, -1.1421], [0.2992, -1.1504, 0.0822], [0.7640, 0.7350, -2.4274], [-0.3445, 0.0351, 2.9031], [-1.3735, 1.1187, 1.8994], [1.0198, -1.6499, -1.6354]],
  "atomic_forces_ev_per_a": [[-1.3, -1.9, 1.9], [-1.1, 4.2, -3.2], [2.0, -2.1, 3.7], [0.3, -2.1, 2.1], [-0.7, 3.2, 2.3], [0.8, -2.2, -0.7], [0.7, 0.8, -2.2], [-0.6, -0.1, -2.3], [-1.1, 1.8, -0.6], [1.0, -1.6, -1.1]]
}